(1)
This record from the OMol25 dataset describes a cluster of 12 separate species, C36H75Cl6F9O24S6 in total in a non-equilibrium geometry. The level of theory is the ωB97M-V functional and the def2-TZVPD basis.

```
156
Properties=species:S:1:pos:R:3:mulliken_charge:R:1
F 0.822 -3.144 4.311 -0.23
O 4.144 -4.025 4.772 -0.30
S 1.262 1.361 -6.088 1.07
H 0.314 -3.533 -5.135 0.34
C 1.690 -4.035 4.852 1.18
O -1.071 4.190 3.421 -0.52
H -2.899 2.201 1.670 -0.04
H 1.186 1.075 -1.576 0.34
C 5.954 -3.240 3.241 -1.16
O -2.793 -4.561 0.797 -0.44
C -1.980 -3.577 -1.359 -1.21
F 4.801 2.922 0.684 -0.24
H 0.702 -0.414 -2.478 -0.07
Cl -4.377 4.072 -2.355 -0.25
H -4.420 0.676 2.494 0.42
C -8.080 1.660 -0.454 0.81
H 2.730 -2.036 -6.371 0.09
H 3.600 -1.643 -7.936 0.35
H -2.033 -3.414 8.852 0.43
H -0.118 3.696 -1.146 -0.15
H 6.182 -4.370 4.959 0.32
O -1.322 -1.862 6.137 0.03
H -4.729 0.573 -3.430 0.21
C 3.351 0.021 -6.632 -0.15
H 1.813 -2.683 1.610 -0.02
S -0.949 0.330 -0.776 0.28
H -0.403 -3.356 8.432 0.30
O -1.818 5.514 0.642 -0.43
H -2.788 -1.697 7.542 0.27
H -1.171 -1.146 8.140 0.33
H 5.348 -6.819 -1.206 0.33
H -5.697 1.940 -3.601 0.47
H 0.136 1.285 5.608 0.24
C 3.517 -1.465 -6.864 -1.06
H 5.148 -4.825 1.094 -0.13
H -0.746 0.075 -6.573 0.30
S -1.281 6.532 -0.269 1.08
H -0.320 1.238 -7.936 0.41
O -0.691 1.419 0.166 -0.14
O -6.291 0.415 0.636 -0.24
C -1.392 -3.310 7.977 -1.20
H 3.089 3.343 -3.665 -0.25
H -2.551 -2.530 0.460 -0.10
H -2.715 6.410 -2.277 0.15
O -2.264 0.113 -1.395 -0.66
H -3.873 -3.290 -0.428 0.29
S 0.467 4.631 3.971 1.09
F 1.834 -3.712 6.096 -0.27
H 1.873 -5.637 -3.505 0.28
F -8.369 1.961 0.752 -0.26
H -0.639 2.188 2.993 0.44
O 2.055 0.330 -6.976 -0.23
H -5.432 -0.765 2.789 0.45
H -4.420 -0.240 0.049 -0.35
F -7.953 2.781 -1.096 -0.24
O -0.499 -1.097 -0.139 -0.07
O -3.692 -5.846 2.719 -0.69
C 0.531 -4.117 -4.241 -0.54
C 0.256 0.291 6.040 -0.84
H 6.692 -5.804 -0.644 0.33
C 4.677 -5.352 0.264 -0.04
H -4.413 1.945 -1.463 -0.55
C -1.708 -1.840 7.494 -0.25
H -2.328 -2.869 -2.112 0.37
O 0.308 5.458 5.146 -0.64
O 1.542 2.741 -6.445 -0.66
H 1.845 6.193 2.729 0.54
O -0.546 7.679 0.297 -0.65
O -6.499 0.137 -1.605 -0.57
H -0.803 3.371 1.659 -0.34
H 0.966 -0.449 5.672 0.19
C -5.210 -0.523 0.745 0.54
S -1.317 -0.439 5.330 0.93
O 1.224 0.840 -4.711 -0.38
H -0.051 1.288 -2.776 -0.02
H 3.852 -5.967 0.623 0.31
H 3.502 0.178 -5.563 0.21
H -2.922 2.228 -2.420 -0.77
H -0.498 4.848 -3.931 0.57
O 1.302 3.443 3.958 -0.59
H 4.097 0.612 -7.164 0.30
C 0.591 -1.178 0.744 0.19
C -2.709 2.760 2.586 -0.95
F 1.041 -5.151 4.824 -0.27
H -1.538 -4.120 7.262 0.27
O -4.513 -3.490 2.322 -0.57
H 4.190 4.540 -5.660 0.39
H -3.294 3.680 2.586 0.38
F -9.160 1.031 -0.860 -0.28
C -4.647 1.647 -3.596 -0.47
H 2.979 5.027 -3.660 0.28
H -2.079 -4.551 -1.838 0.52
C 1.263 -2.540 0.680 -0.66
H -1.588 4.172 -1.617 0.32
H 1.903 -2.666 -0.193 0.04
O 4.469 4.215 -2.360 -0.28
H 4.474 -1.807 -6.472 0.40
H -2.154 -3.640 4.134 0.24
H 5.319 -5.162 3.545 0.33
H -2.985 2.121 3.425 0.31
H 0.209 0.302 7.129 0.44
C 0.381 0.555 -2.095 -0.05
C -6.868 0.645 -0.549 0.50
C 4.617 4.080 0.074 0.83
F 5.854 4.555 -0.195 -0.27
C 1.556 -5.202 -4.453 -0.46
H 0.532 -3.348 0.659 0.16
H -0.390 -4.500 -3.801 0.27
Cl 1.173 -2.902 -3.088 -0.18
O 2.554 3.652 -1.231 -0.51
C 4.661 4.287 -4.710 -1.48
C 2.999 -4.216 4.055 0.09
H 1.046 -5.946 -5.065 0.38
H 1.164 4.877 1.691 0.01
C -0.149 4.129 -3.190 -0.54
C -4.662 -0.331 2.152 -1.26
H 5.156 -2.892 2.585 0.27
H 0.187 6.332 2.232 0.16
C -4.004 2.354 -2.386 1.56
C -2.845 -3.424 -0.091 0.59
C -0.552 4.470 -1.779 0.58
O -0.312 5.837 -1.377 -0.44
H -0.924 -3.349 -1.217 0.02
H 0.295 -0.942 1.766 -0.11
C -1.838 -3.887 3.120 -0.39
H -3.376 7.302 -0.841 0.39
Cl 6.154 -7.556 0.850 -0.20
C 0.963 5.606 2.475 -0.57
H -1.080 1.823 -6.449 0.21
H 5.150 3.333 -4.908 0.31
H 6.774 -3.693 2.684 0.32
C -2.516 7.137 -1.489 -0.86
S -3.427 -4.453 2.295 1.19
Cl -3.719 1.893 -5.084 -0.19
H 6.335 -2.406 3.830 0.39
C -0.409 1.071 -6.862 -0.97
O 2.939 -4.549 2.900 -0.47
O -1.128 -0.632 3.943 -0.31
H -1.549 -3.005 2.548 -0.13
H -2.154 8.028 -2.001 0.34
H -5.453 -1.539 0.435 0.48
O -2.472 0.323 5.816 -0.72
C 5.777 -6.313 -0.341 -0.46
H 5.405 5.068 -4.557 0.40
H -3.756 -0.904 2.349 0.07
C -1.221 3.024 2.604 0.90
H -1.189 -4.759 3.045 0.39
H -0.560 3.162 -3.478 -0.08
C 5.405 -4.294 4.198 -0.16
C 3.800 3.891 -1.234 0.39
Cl 3.107 -4.753 -5.264 -0.18
C 3.716 4.230 -3.565 0.65
F 4.004 4.959 0.795 -0.21
H 1.310 -0.400 0.487 0.57
H 0.933 4.076 -3.308 -0.35
Cl 4.100 -4.266 -1.045 -0.15
```

HOMO-LUMO gap (eV): 10.26
Calculated total energy (hartree): -9271.4069
HOMO energy (eV): -10.179
Maximum force (eV Å⁻¹): 4.9
Total charge: 0


(2)
This record from the OMol25 dataset describes a cluster of 10 separate species, C36H76BFN2O21S10 in total in a non-equilibrium geometry. The level of theory is the ωB97M-V functional and the def2-TZVPD basis.

```
147
Properties=species:S:1:pos:R:3:mulliken_charge:R:1
H -2.616 -5.287 7.169 0.37
H 3.651 -2.896 5.964 0.38
H 4.610 6.482 5.526 0.37
C -3.576 8.029 -0.783 -0.71
H 0.421 -0.087 5.931 0.60
C -2.286 6.890 -2.557 -0.58
H 2.080 -0.401 -8.929 0.38
H 2.919 -0.513 6.758 0.48
C -2.442 -4.163 9.037 -0.65
H 2.879 -2.741 -9.783 0.36
S 0.220 -4.305 9.169 1.15
H -0.568 -3.931 6.978 -0.14
C 1.199 -2.859 -11.164 -0.71
H 4.667 4.106 4.862 0.37
S 2.335 3.761 4.880 1.18
C 1.235 -0.562 5.386 -0.79
H 1.932 3.679 7.224 0.36
H 2.624 -8.370 2.263 0.35
H -4.187 6.752 -3.602 0.33
H -8.484 1.556 -5.771 0.32
O 2.797 0.702 -1.338 -0.74
H -0.191 3.431 3.156 0.39
O -4.309 0.514 -5.513 -0.71
H 5.663 -7.073 4.196 0.34
S 0.590 -1.887 4.388 0.94
H -2.657 -3.234 8.506 0.29
H -0.598 1.216 0.620 0.11
C 3.963 -8.412 3.991 -0.59
H -3.567 5.894 -1.132 0.26
H -1.375 -4.611 10.892 0.35
H 1.031 4.989 6.424 0.40
S -4.904 1.691 -6.100 1.31
H 3.190 -0.366 1.017 0.41
C -1.520 0.537 -4.610 -0.28
O 0.831 -5.457 9.780 -0.70
H 3.698 -1.652 4.726 0.30
C -0.512 1.519 -4.001 -0.06
H 3.162 -8.790 4.630 0.28
C 2.411 -1.018 0.626 -0.08
O 0.963 -3.085 8.962 -0.67
C -2.856 6.722 -1.143 -0.41
O -4.139 2.899 -6.270 -0.75
C 0.372 -0.484 -10.265 -0.69
O 4.459 -4.729 4.325 -0.67
H -2.904 8.744 -0.312 0.37
H 0.805 0.262 -10.930 0.35
C 2.927 -2.443 0.398 -0.36
H -5.658 2.119 -8.292 0.38
H -1.945 5.941 -2.970 0.26
H -1.419 -0.694 -6.429 0.59
O 1.490 0.639 -6.822 -0.72
C 2.260 -1.242 6.288 -0.41
C -0.549 -4.801 7.635 0.07
H -2.526 0.953 -4.659 0.03
S -1.202 3.108 -0.221 1.15
H -6.390 3.077 -4.858 0.36
H 0.904 -3.782 -10.669 0.36
O 2.797 -5.915 5.796 -0.61
H -3.073 7.948 -4.320 0.42
C 2.003 -2.980 4.550 0.15
H -0.443 -0.047 -9.692 0.32
H 2.814 -5.639 2.441 0.03
O -2.531 1.376 2.470 -0.66
B -1.534 2.268 2.240 0.46
H 4.959 -7.563 5.761 0.43
H -1.128 1.050 -6.688 0.37
O -1.346 -2.453 -10.582 -0.66
C 2.437 -1.842 -1.917 -0.75
H -4.441 7.861 -0.146 0.36
O 0.479 -1.442 3.014 -0.67
H 1.560 -2.477 -2.040 0.35
O -0.415 -1.351 -12.638 -0.68
C -1.307 -3.933 10.044 -0.68
N -1.213 3.320 3.184 -0.56
H -7.069 -0.168 -6.818 0.29
H -1.560 -0.374 -4.008 0.28
H 1.663 -3.882 5.055 0.04
H -1.540 4.183 2.738 0.28
S -4.130 8.743 -2.337 1.16
O 1.305 4.173 3.958 -0.83
C 3.035 -2.213 5.387 -0.65
H 2.851 -1.472 -11.000 0.35
C -3.412 7.490 -3.394 -0.67
H -7.726 0.781 -8.152 0.36
H -2.217 0.483 2.708 0.33
H 3.681 -2.709 1.140 0.36
C 3.486 -2.508 -1.032 -1.04
H -1.434 7.573 -2.534 0.33
H 1.709 0.157 4.719 0.35
C 1.989 4.478 6.490 -0.69
H 1.753 -1.798 7.080 0.00
H -1.270 -2.905 10.395 0.34
H 2.803 6.276 7.407 0.32
H 4.427 -1.956 -1.087 0.34
C -5.660 1.235 -7.655 -0.79
H 0.033 -5.601 7.181 0.38
C -7.561 1.865 -6.259 -0.60
H -1.934 -6.202 8.516 0.35
C -1.959 -5.221 8.035 -0.83
H -7.761 2.808 -6.769 0.30
H -0.666 1.657 -2.936 -0.28
C 4.743 -7.324 4.722 -0.85
S 1.936 -0.398 -0.985 1.46
H 1.556 -3.075 -12.168 0.41
F -2.475 2.432 -0.754 -0.23
O -5.567 8.673 -2.418 -0.67
S -0.260 -1.812 -11.281 1.18
H 1.543 -0.998 1.281 -0.16
O 2.671 2.368 5.035 -0.69
H 3.678 -3.533 -1.347 0.42
N -0.689 2.172 0.977 0.01
O 1.008 -1.404 -5.428 -0.70
C 2.223 -2.070 -10.336 -0.82
C 0.884 0.964 -4.258 0.22
C 2.741 -6.411 3.204 -0.27
C 3.664 5.952 5.424 -0.57
O 0.496 -0.267 -1.040 -0.64
H -0.624 2.493 -4.482 0.36
H 1.180 0.316 -3.442 -0.89
H 2.102 -3.153 0.499 0.21
C 3.364 -7.738 2.749 -0.75
C 3.814 4.709 4.551 -0.79
O -1.605 4.356 0.265 -0.59
H 2.941 6.637 4.975 0.28
H -6.521 1.361 -4.403 0.36
H 4.605 -9.251 3.726 0.38
O -0.533 -2.484 5.072 -0.71
H 3.876 4.926 3.488 0.41
C -0.993 0.212 -6.003 -0.74
H 4.156 -7.543 2.023 0.31
C -7.079 0.823 -7.278 -0.56
H 0.968 -1.727 -8.606 0.16
H 3.937 4.936 7.310 0.29
O -3.429 9.984 -2.553 -0.66
H 1.624 1.746 -4.405 0.50
H -5.082 0.438 -8.119 0.41
S 0.766 -0.015 -5.755 1.28
H 2.378 -3.226 3.560 -0.12
C 1.440 -1.142 -9.398 -0.30
H -2.080 6.491 -0.423 0.26
H 2.813 -1.536 -2.891 0.48
C 3.138 5.454 6.777 -0.60
H -3.356 -4.471 9.541 0.35
H 1.703 -6.536 3.506 0.42
O -0.249 3.091 -1.218 -0.59
S 3.674 -5.893 4.652 1.21
C -6.436 2.059 -5.234 -0.74
```

HOMO-LUMO gap (eV): 9.85
Calculated total energy (hartree): -7213.4810
HOMO energy (eV): -9.773
Maximum force (eV Å⁻¹): 3.4
Total charge: 0


(3)
This record from the OMol25 dataset describes a cluster of 9 separate species, C36H76ClO32P4 in total in a non-equilibrium geometry. The level of theory is the ωB97M-V functional and the def2-TZVPD basis.

```
149
Properties=species:S:1:pos:R:3:mulliken_charge:R:1
C 3.631 2.604 -1.965 0.22
H 6.628 0.379 -6.340 0.42
O -1.040 0.946 -6.134 -0.65
C -2.449 3.668 3.218 -0.43
C -0.099 -7.576 -0.795 -0.36
C -5.335 8.687 2.017 -1.13
H -5.037 8.677 0.968 0.30
H -2.067 4.227 4.072 0.37
H 6.015 0.026 1.438 0.39
C -0.372 -6.179 3.532 -0.47
H 1.875 -2.850 -2.176 0.00
O 1.763 -5.935 1.216 -0.79
O 1.135 0.182 -1.209 -0.33
C -3.602 -0.214 0.972 1.32
H -7.469 2.580 1.995 0.27
H -4.378 9.022 2.418 0.25
O 6.161 -0.360 -3.161 0.41
C 8.293 -2.533 -2.186 -0.02
C 3.892 4.302 -3.368 0.51
H 3.549 -2.186 -3.352 0.02
H -1.429 -2.901 -1.652 -0.03
H -7.336 4.022 -0.669 0.32
O 1.766 -0.233 5.350 -0.39
H -3.578 -0.490 3.166 0.32
C -7.641 3.818 0.358 -1.01
H -3.192 1.329 -3.183 0.27
H 0.587 6.253 2.369 0.27
C -1.245 7.304 3.210 -0.28
H 3.319 3.076 -1.033 0.30
C 0.939 -1.096 5.943 0.63
H -1.347 2.562 1.645 0.03
C 4.990 -1.160 0.182 0.41
C -2.140 1.154 -2.961 0.49
C -3.699 -1.020 2.221 -1.37
H -1.494 6.823 4.156 0.34
H -0.931 -8.227 -1.067 0.33
H -0.606 -7.222 3.315 0.38
C 9.715 -2.923 -2.655 -1.28
H 6.773 1.385 -3.952 0.22
H -6.034 7.157 3.327 0.35
O 4.546 3.447 -2.709 -0.35
O 2.564 3.964 -3.496 -0.41
H -7.440 4.706 0.956 0.10
C -5.755 7.272 2.280 -0.17
H 2.103 1.893 -3.436 0.02
C -1.918 -3.580 -0.954 -0.65
H -2.822 0.541 1.076 -0.64
H -2.023 -5.393 4.760 0.32
H 3.922 1.578 -1.741 -0.12
H 7.989 0.058 -4.052 0.35
H -2.851 -3.042 -1.118 -0.20
H -0.347 2.353 -2.452 -0.39
H -1.968 -4.627 -1.254 0.34
H 0.557 7.864 2.156 0.35
H 0.929 -9.272 0.409 0.27
H 5.257 -1.339 2.332 0.37
C -6.120 -3.105 -0.517 -1.30
H -5.987 -3.881 -1.270 0.42
C 0.997 0.262 4.293 -0.06
H 0.802 -1.664 3.130 0.07
C 6.291 -0.072 -5.408 -1.22
H 0.312 1.054 4.597 0.19
O -5.378 1.176 -1.478 -0.70
H -5.161 -1.824 -1.680 0.08
C -6.893 2.689 1.075 0.08
O -3.319 4.362 2.337 -0.06
H 10.410 -2.386 -2.009 0.32
C 0.271 7.140 2.919 -1.16
H 9.920 -2.494 -3.636 0.32
H 6.756 -1.595 1.325 0.29
P 6.834 -0.422 -1.735 0.31
H -0.621 -0.722 3.240 -0.48
H -6.043 9.514 2.063 0.40
O -0.014 -1.444 5.141 -0.37
H -0.999 -6.427 5.648 0.37
O 1.491 -4.429 -5.834 -0.67
H 0.103 -7.125 -1.766 0.32
C -0.970 -5.643 4.891 -1.18
H -0.467 2.864 3.158 0.27
O -3.809 6.156 4.147 -0.68
C -6.133 -1.795 -1.189 0.12
O 4.451 5.161 -3.973 -0.60
O -4.678 6.452 1.710 -0.28
C -1.226 2.395 -3.094 0.36
H 2.543 -0.782 -3.939 -0.22
H -0.986 -2.647 0.756 -0.21
H -1.483 8.346 3.423 0.40
O -0.821 2.315 -4.460 -0.36
O -0.544 -5.309 2.402 -0.24
H 1.170 -9.133 -1.302 0.43
O 1.022 -1.415 7.110 -0.63
C 1.711 -3.492 -5.030 0.58
H -1.996 0.756 -1.957 -0.48
P -5.782 0.585 -0.168 1.01
O -2.243 6.887 2.323 -0.29
O -6.397 -0.901 -0.182 -0.29
O 2.680 -2.513 -5.062 -0.38
H 6.560 -1.044 -5.821 0.32
H 0.696 -6.230 3.742 0.37
H 2.022 -7.997 -0.322 0.32
C 6.931 0.316 -4.097 -0.20
H -2.941 -1.791 2.359 0.12
C -1.281 -3.620 0.364 0.70
H -2.827 2.724 3.609 0.33
O -0.542 -6.823 0.347 -0.37
C 2.655 -1.865 -3.887 0.65
H -5.861 2.969 1.284 0.17
H 4.397 -2.074 0.231 0.20
H -8.709 3.609 0.298 0.33
H -4.666 -1.523 2.219 0.40
H -7.000 -3.440 0.032 0.35
H -6.690 6.951 1.820 0.25
H -6.929 -1.985 -1.909 0.34
C 0.273 -0.989 3.803 0.83
P -3.569 5.980 2.761 0.56
C 1.083 -8.545 -0.389 -1.12
H -0.537 -4.706 5.241 0.25
C -1.212 1.253 -4.981 0.78
H 7.750 -2.771 -3.101 0.16
O -1.569 0.440 -4.035 -0.32
H 0.790 -1.591 -2.837 -0.45
H 7.910 -3.031 -1.295 0.34
C 5.822 -1.047 1.446 -1.40
C -1.158 3.292 2.432 -0.60
O 8.256 -1.137 -1.943 -0.24
O 6.921 0.906 -1.062 -0.77
H -0.856 4.207 1.921 0.24
O -0.469 0.187 0.569 -0.07
P 0.274 -5.651 1.049 0.72
O 1.324 -1.301 0.435 -0.68
Cl 0.867 0.013 0.185 0.85
H 9.795 -3.985 -2.422 0.37
O 1.833 0.806 0.911 -0.73
H 1.690 0.748 3.606 0.16
O -4.755 0.567 1.053 -0.14
H -5.313 -3.092 0.217 0.17
H 1.478 2.861 -2.232 -0.44
C 1.504 -2.376 -3.085 0.82
O 0.974 -3.272 -4.004 -0.39
H -1.997 -4.147 0.995 0.36
H 4.315 -0.334 -0.043 0.02
O -0.069 -4.302 0.189 0.15
H -3.626 -0.760 0.030 0.05
O 5.827 -1.428 -0.916 -0.28
O -7.056 1.369 0.542 -0.42
H 0.830 7.111 3.854 0.33
H -1.670 3.389 -3.048 0.35
C 2.368 2.776 -2.855 0.81
H 5.214 -0.016 -5.251 0.22
```

HOMO-LUMO gap (eV): 9.59
Calculated total energy (hartree): -5650.6712
Energy above the lowest of the compared OMol25 structures with the same formula, charge and spin (eV): 4.414
HOMO energy (eV): -7.622
Maximum force (eV Å⁻¹): 5.9
Total charge: -1